The following is a quantum chemistry calculation of one molecule with the formula C4H3NO2S, from the OMol25 dataset.

## Properties
- F_max (hartree/bohr) = 0.149
- total charge = 0
- Kohn-Sham gap (eV) = 8.182
- ΔE to the lowest compared entry with this formula, charge and spin (kcal per mole) = 97.8
- SMILES = OC(=S)c1ccon1
- electronic energy (eV) = -20612.8142
- HOMO (eV) = -8.900

```
11
C4H3NO2S wB97M-V/def2-TZVPD
C -1.87988 -0.74212 0.01738
C 1.68626 0.28470 -0.11879
H -0.23695 -2.16663 0.28517
O -1.79795 0.63007 -0.16135
H -2.98566 -1.13267 0.16544
H 1.08467 1.98702 0.61088
C -0.50346 -1.05928 -0.10280
S 3.05234 -0.54676 -0.13664
O 1.91698 1.56998 0.01921
C 0.26518 0.04130 -0.32029
N -0.60152 1.13439 -0.25821
```

=====

The following is a quantum chemistry calculation of C4H3NO3 as an isolated structure, from the OMol25 dataset.

## Properties
- F_max (hartree/bohr) = 0.174
- total charge = 0
- Kohn-Sham gap (eV) = 10.212
- ΔE to the lowest compared entry with this formula, charge and spin (kcal per mole) = 147.4
- electronic energy (eV) = -11823.1404
- HOMO (eV) = -9.757

```
11
C4H3NO3 wB97M-V/def2-TZVPD
O -2.04075 0.53839 -0.13648
H -2.01512 -1.44846 -0.71565
H 3.12970 -0.16652 0.28412
C -0.07787 -0.35920 -0.22586
O 1.29156 1.33600 -0.11106
O 2.26067 -0.73097 -0.02146
C -1.39144 -0.85938 0.10728
C 1.11019 0.05231 -0.21999
N 0.11829 1.98366 0.13147
H -1.72619 -1.29372 1.04942
C -0.65904 0.94790 -0.14179
```

=====

The following is a quantum chemistry calculation of a 2-piece molecular cluster, C4H3NO3S overall, from the OMol25 dataset.

## Properties
- F_max (hartree/bohr) = 0.049
- total charge = 0
- Kohn-Sham gap (spin up / spin down) (eV) = 7.964 / 7.965
- ΔE to the lowest compared entry with this formula, charge and spin (kcal per mole) = 121.2
- electronic energy (eV) = -22658.3367
- HOMO (spin up / spin down) (eV) = -8.276 / -8.277

```
12
C4H3NO3S wB97M-V/def2-TZVPD
C -1.23797 -0.18141 1.31607
S -0.36885 -0.87260 2.49503
C 0.52779 -0.30442 -2.24761
C 0.53259 1.42928 0.48464
O 1.48589 2.04493 0.39171
H -0.01036 -0.43216 -3.11854
O -1.26574 -1.70022 3.26384
N 1.59666 -0.58889 -1.95109
H -1.05037 0.95275 -0.56829
C -0.62176 0.77955 0.41926
O 2.64903 -0.66601 -1.46059
H -2.23692 -0.46080 0.97557
```

=====

The following is a quantum chemistry calculation of an isolated ion of composition C4H3NO6 and charge -2, from the OMol25 dataset.

## Properties
- F_max (hartree/bohr) = 0.115
- total charge = -2
- Kohn-Sham gap (eV) = 7.704
- ΔE to the lowest compared entry with this formula, charge and spin (kcal per mole) = 99.8
- SMILES = O=N[C@@H](C(=O)[O-])[C@H](O)C(=O)[O-]
- electronic energy (eV) = -17968.6136
- HOMO (eV) = -0.977

```
14
C4H3NO6 wB97M-V/def2-TZVPD
O 1.97588 -1.14367 0.63648
C -0.23017 -0.76462 0.06018
C 1.26036 -1.07439 -0.34164
O -0.33016 1.77107 1.88201
O 1.47831 -1.20275 -1.54409
C -0.47765 0.99864 -0.46542
O 1.10417 2.79088 0.44759
C 0.21309 2.02459 0.81217
N -1.73470 1.38685 -0.62968
H -0.99203 -1.23355 -0.62200
O -1.84725 2.06462 -1.73886
H 0.33747 1.07992 -1.26277
O -0.42222 -0.83368 1.42780
H 0.18701 -0.23978 1.84275
```

=====

The following is a quantum chemistry calculation of one molecule with the formula C4H3NOS2, from the OMol25 dataset.

## Properties
- F_max (hartree/bohr) = 0.128
- total charge = 0
- Kohn-Sham gap (eV) = 8.274
- ΔE to the lowest compared entry with this formula, charge and spin (kcal per mole) = 40.2
- SMILES = O=C1NC(=S)[C@@H]2S[C@H]12
- electronic energy (eV) = -29402.5902
- HOMO (eV) = -9.220

```
11
C4H3NOS2 wB97M-V/def2-TZVPD
C -0.07332 0.75823 0.66566
C -0.92292 0.21574 -0.35938
H -0.24938 1.53469 1.39919
H 1.20845 -0.33448 2.01002
S 1.67667 1.14295 0.22096
N -0.44845 -1.04206 -0.62624
C 1.02961 -0.25190 0.87240
O 1.15022 -2.54713 0.45618
S -2.29591 0.90782 -0.85806
H -1.30837 -1.86307 -0.90940
C 0.66575 -1.46842 0.22602
```

=====

The following is a quantum chemistry calculation of one molecule with the formula C4H3NS2, from the OMol25 dataset.

## Properties
- F_max (hartree/bohr) = 0.137
- total charge = 0
- Kohn-Sham gap (eV) = 6.788
- ΔE to the lowest compared entry with this formula, charge and spin (kcal per mole) = 40.9
- SMILES = CC(=S)C(=S)C#N
- electronic energy (eV) = -27353.9897
- HOMO (eV) = -9.429

```
10
C4H3NS2 wB97M-V/def2-TZVPD
H -0.02913 -0.78788 1.64969
C -0.65577 0.16835 -0.00091
H 0.43810 0.70125 1.84113
C -0.37621 0.16140 1.45927
C 0.65668 -0.33713 -0.75722
H -1.38839 0.30227 2.07314
N 0.67307 -0.08048 -3.33428
S -1.93916 0.80755 -0.73953
C 0.44160 -0.44645 -2.19045
S 2.17920 -0.48888 -0.00085
```

=====

The following is a quantum chemistry calculation of C4H3O2 as an isolated structure, from the OMol25 dataset.

## Properties
- F_max (hartree/bohr) = 0.061
- total charge = +1
- Kohn-Sham gap (eV) = 9.328
- ΔE to the lowest compared entry with this formula, charge and spin (kcal per mole) = 137.7
- electronic energy (eV) = -8275.6462
- HOMO (eV) = -17.088

```
9
C4H3O2 wB97M-V/def2-TZVPD
C -0.52426 -0.08330 0.57261
H -0.15745 -0.03414 1.51950
C 1.50858 0.40754 -0.35182
H -2.28316 -0.86854 0.92897
C 0.10766 0.84710 -0.38299
H 2.45389 0.74662 -0.75995
O -1.79766 -0.31604 0.37090
C 0.54439 -0.67343 -0.37183
O 0.14800 -0.02580 -1.52538
```

=====

The following is a quantum chemistry calculation of an isolated ion of composition C4H3O3 and charge -1, from the OMol25 dataset.

## Properties
- F_max (hartree/bohr) = 0.080
- total charge = -1
- Kohn-Sham gap (eV) = 7.079
- ΔE to the lowest compared entry with this formula, charge and spin (kcal per mole) = 35.4
- SMILES = CC(=O)C1=C([O-])O1
- electronic energy (eV) = -10337.5978
- HOMO (eV) = -2.919

```
10
C4H3O3 wB97M-V/def2-TZVPD
C 0.79544 -0.64044 0.24518
H -1.46608 1.41372 -0.41725
C -1.17720 0.46750 -0.74499
O -1.30725 -1.47528 0.72549
H -2.02309 0.16585 -1.18418
C 1.89558 -0.33183 1.00079
C -0.59950 -0.57073 0.19234
O 1.63220 0.57810 -0.00361
O 2.80174 -0.49518 1.72817
H -0.55183 0.88829 -1.54194
```

=====

The following is a quantum chemistry calculation of a 2-piece molecular cluster, C4H3O3 overall, from the OMol25 dataset.

## Properties
- F_max (hartree/bohr) = 0.050
- total charge = -1
- Kohn-Sham gap (eV) = 6.502
- ΔE to the lowest compared entry with this formula, charge and spin (kcal per mole) = 69.0
- electronic energy (eV) = -10336.1435
- HOMO (eV) = -2.747

```
10
C4H3O3 wB97M-V/def2-TZVPD
H 0.92354 2.10543 -0.88050
C 0.99437 1.23128 -0.26158
O -0.75256 1.44585 1.53353
C -0.01688 -0.11765 -0.57523
O 0.07887 -3.29007 0.06660
C -0.77518 -2.89770 -0.60366
C -0.21494 0.76297 0.40458
H 1.99033 1.11562 0.15474
H -0.55744 2.39746 1.47766
O -1.67010 -2.75319 -1.31615
```